(1)
123
Properties=species:S:1:pos:R:3:lowdin_charge:R:1 method="wB97M-V/def2-TZVPD" relative_energy_kj_mol=0.0
O 0.64921 2.48951 1.11140 -0.312
V 0.70924 1.03352 1.77363 0.844
O 0.15150 0.10465 0.59489 -0.309
N 2.79289 0.67680 2.11872 -0.356
S 3.89271 1.65037 2.78285 0.491
O 4.56026 2.44984 1.82177 -0.224
O 4.61687 1.13239 3.88181 -0.222
F 2.84154 2.69134 3.39869 -0.188
S 3.79156 -0.50168 1.47328 0.512
O 4.41195 -1.36055 2.40819 -0.223
O 4.54701 -0.05037 0.37062 -0.213
F 2.60172 -1.34749 0.86751 -0.168
C -1.28393 -3.42530 -3.16735 -0.030
C -1.18173 -4.02819 -1.77320 -0.513
C -2.30407 -5.06941 -1.65089 -0.137
C -2.11249 -6.01293 -0.48191 -0.181
C -0.77924 -6.73286 -0.52910 -0.129
C 0.39864 -5.76326 -0.72823 -0.507
N 0.11440 -4.74196 -1.74279 -0.076
O 1.17049 -3.80204 -1.83246 -0.020
C 0.78245 -5.18969 0.66432 -0.027
C 1.59649 -6.58685 -1.18984 -0.041
C -1.35928 -2.97261 -0.68632 -0.017
H -1.23772 -4.19151 -3.93763 0.088
H -0.55112 -2.64498 -3.37497 0.066
H -2.24860 -2.90879 -3.25559 0.088
H -3.22003 -4.48738 -1.49847 0.119
H -2.49384 -5.60588 -2.58389 0.122
H -2.97391 -6.68717 -0.44748 0.113
H -2.15859 -5.48827 0.48218 0.098
H -0.80114 -7.43187 -1.37170 0.122
H -0.57380 -7.28326 0.38837 0.121
H 1.64198 -4.51441 0.55728 0.080
H -0.01925 -4.63152 1.14251 0.056
H 1.18195 -5.97651 1.30281 0.092
H 2.48174 -5.98211 -1.38912 0.084
H 1.85026 -7.36000 -0.46192 0.086
H 1.38765 -7.10346 -2.13013 0.087
H -1.36037 -3.34609 0.33227 0.046
H -2.29519 -2.43544 -0.85773 0.093
H -0.55085 -2.24049 -0.78269 0.078
H 1.34602 -3.51432 -0.92477 0.065
C 1.06423 2.71327 -2.44955 -0.014
C 2.40270 1.98341 -2.52151 -0.491
C 2.17579 0.47309 -2.30628 -0.128
C 1.55774 -0.21514 -3.52267 -0.178
C 2.42430 -0.01466 -4.74483 -0.144
C 2.66936 1.44656 -5.05857 -0.528
N 3.07947 2.12469 -3.82418 -0.093
O 3.35040 3.49725 -4.07187 -0.026
C 3.79694 1.56762 -6.07349 -0.044
C 1.40926 2.07389 -5.67375 -0.028
C 3.39669 2.41534 -1.44212 -0.019
H 1.17656 3.72263 -2.84480 0.088
H 0.67524 2.75002 -1.42596 0.059
H 0.25767 2.16957 -2.94384 0.066
H 3.15073 0.01534 -2.10660 0.115
H 1.55436 0.23015 -1.44052 0.097
H 0.56632 0.22318 -3.68347 0.099
H 1.38551 -1.26199 -3.26246 0.097
H 1.96845 -0.55608 -5.58188 0.124
H 3.34653 -0.58928 -4.59103 0.127
H 4.78773 1.27145 -5.72961 0.087
H 3.52567 0.92920 -6.92088 0.085
H 3.87977 2.57563 -6.48422 0.079
H 0.50802 1.89017 -5.09287 0.063
H 1.53127 3.15602 -5.74465 0.083
H 1.23852 1.69312 -6.68385 0.084
H 4.19943 1.68762 -1.38817 0.072
H 2.83752 2.39620 -0.50401 0.062
H 3.76518 3.43609 -1.53530 0.088
H 4.30269 3.54192 -3.94756 0.104
C -1.81254 2.32164 5.56786 -0.034
C -1.34862 1.72845 4.24163 -0.403
C -2.27100 1.99885 3.08333 -0.206
O -1.75452 1.43460 1.90364 -0.255
C -2.78987 1.17219 0.96082 -0.049
N 0.04762 2.12797 3.87346 0.042
H -1.00630 2.46265 6.28323 0.082
H -2.55720 1.65999 6.01834 0.086
H -2.38021 3.24577 5.42224 0.086
H -1.34247 0.63955 4.36415 0.111
H -2.45734 3.08347 2.98408 0.137
H -3.27453 1.62199 3.31956 0.141
H -2.30275 0.92066 0.01989 0.097
H -3.35185 2.09670 0.81291 0.099
H -3.41158 0.32363 1.25310 0.092
H 0.54281 2.34774 4.73192 0.098
H -0.15535 3.03308 3.44280 0.093
C -1.03354 5.00638 0.30765 -0.069
C -1.66506 6.35985 -0.00380 -0.427
C -3.00044 6.51397 0.67672 -0.243
O -3.91249 5.54440 0.21002 -0.186
C -5.12416 5.55881 0.91990 -0.121
N -0.73197 7.41394 0.46351 0.038
H -1.49909 4.25131 -0.32964 0.080
H -1.19046 4.73491 1.35377 0.066
H 0.01194 4.99454 0.00564 0.080
H -1.76715 6.41462 -1.08913 0.142
H -3.41675 7.52624 0.54733 0.125
H -2.90673 6.41803 1.77471 0.126
H -4.94239 5.16440 1.92976 0.083
H -5.85048 4.92736 0.41210 0.087
H -5.56530 6.55896 1.00421 0.088
H -1.25373 8.26239 0.68052 0.062
H -0.46367 7.10963 1.39995 0.067
C 0.67960 -3.23956 3.72435 -0.017
C 0.02973 -2.13820 2.85290 -0.378
C -1.47747 -2.15459 3.04279 -0.225
O -2.00109 -3.36956 2.59857 -0.199
C -3.38862 -3.45121 2.81124 -0.093
N 0.52048 -0.79908 3.21174 0.010
H 1.52035 -3.67356 3.18558 0.077
H -0.07657 -3.99287 3.93643 0.081
H 1.04291 -2.82638 4.66706 0.083
H 0.23908 -2.35845 1.80734 0.113
H -1.90176 -1.31926 2.46180 0.121
H -1.70730 -1.95481 4.10436 0.136
H -3.78432 -4.38404 2.41448 0.089
H -3.92547 -2.67124 2.25008 0.090
H -3.63461 -3.34507 3.87263 0.092
H 1.53491 -0.89837 3.27039 0.071
H 0.26987 -0.55841 4.16763 0.091

---

(2)
111
Properties=species:S:1:pos:R:3:lowdin_charge:R:1 method="wB97M-V/def2-TZVPD" total_charge=+1
O 5.55718 1.48079 4.23231 0.175
C 5.73320 0.95699 3.18402 -0.465
F 6.18747 -0.29398 3.10412 0.147
C 5.40364 1.56366 1.84878 -0.017
C 3.87472 1.64154 1.63793 -0.178
C 3.26523 0.31956 1.10602 -0.110
O 2.42402 -0.40824 1.98400 -0.103
C 2.60626 -0.13775 3.35349 -0.162
C 2.24900 1.30716 3.59722 -0.049
N 3.19767 2.22262 2.86341 0.129
H 5.82932 0.95669 1.05328 0.137
H 5.85262 2.55593 1.79817 0.142
H 3.73543 2.38539 0.85541 0.142
H 4.06825 -0.34162 0.76762 0.139
H 2.66324 0.54533 0.22577 0.123
H 3.59505 -0.42817 3.72609 0.130
H 1.88156 -0.74302 3.90093 0.135
H 2.21252 1.59235 4.64624 0.148
H 1.26255 1.46848 3.16372 0.141
H 2.67128 3.05551 2.57639 0.156
H 3.90875 2.55868 3.52373 0.154
C -0.60485 2.80786 0.03173 -0.062
C 0.15126 3.95654 0.67406 -0.278
O 1.52921 4.02991 0.31626 -0.201
C 1.78276 4.18382 -1.07955 -0.273
C 1.18434 5.44061 -1.68040 -0.064
H -0.13803 1.84906 0.27029 0.065
H -1.63144 2.79179 0.39796 0.089
H -0.64347 2.89769 -1.05409 0.071
H 0.14838 3.84442 1.76066 0.104
H -0.34410 4.90743 0.45786 0.113
H 1.44958 3.29662 -1.62778 0.109
H 2.87031 4.21981 -1.16486 0.116
H 0.09534 5.44156 -1.63246 0.073
H 1.46779 5.51655 -2.72994 0.086
H 1.54628 6.32714 -1.15781 0.082
C 0.11741 -1.07898 -0.82384 -0.067
C 1.03016 -1.28168 -2.01948 -0.271
O 2.19703 -2.03640 -1.72701 -0.169
C 1.96810 -3.36040 -1.26693 -0.278
C 1.20129 -4.23072 -2.24643 -0.068
H 0.67872 -0.60857 -0.01225 0.049
H -0.72354 -0.43959 -1.09651 0.068
H -0.29256 -2.01500 -0.44406 0.076
H 1.40175 -0.31376 -2.36467 0.115
H 0.47211 -1.71834 -2.85165 0.097
H 1.46609 -3.34663 -0.29218 0.105
H 2.96272 -3.77633 -1.10330 0.117
H 0.19314 -3.85569 -2.42834 0.063
H 1.11313 -5.24307 -1.85069 0.080
H 1.71969 -4.27569 -3.20473 0.086
C 4.27636 7.39078 2.66978 -0.066
C 3.49838 6.09470 2.54462 -0.293
O 2.81660 5.69363 3.72618 -0.182
C 1.83942 6.61544 4.20804 -0.262
C 0.71119 6.88305 3.22817 -0.065
H 4.99900 7.33018 3.48415 0.087
H 4.81313 7.59088 1.74211 0.083
H 3.62290 8.24136 2.86262 0.073
H 4.19584 5.27686 2.33460 0.104
H 2.80203 6.13600 1.70055 0.096
H 2.31949 7.54927 4.51344 0.112
H 1.44163 6.15802 5.11355 0.120
H 1.06673 7.34809 2.30788 0.072
H -0.02685 7.55134 3.67063 0.086
H 0.22317 5.94305 2.96536 0.062
C -4.14244 -2.61948 -4.14738 -0.073
C -3.10729 -2.12245 -3.15652 -0.279
O -1.95300 -1.55036 -3.75499 -0.184
C -2.17241 -0.42119 -4.58163 -0.275
C -2.80955 0.75780 -3.86557 -0.074
H -3.70339 -3.35110 -4.82655 0.086
H -4.96992 -3.09535 -3.62139 0.080
H -4.55883 -1.81033 -4.74909 0.068
H -2.72977 -2.95966 -2.56780 0.116
H -3.56055 -1.41772 -2.44906 0.108
H -2.76161 -0.69592 -5.46291 0.110
H -1.18139 -0.14056 -4.94122 0.118
H -3.81107 0.52573 -3.50231 0.069
H -2.89344 1.60460 -4.54772 0.079
H -2.20229 1.05881 -3.00876 0.064
C -9.05347 -5.97102 -5.72966 -0.078
C -8.26863 -4.78074 -5.20699 -0.284
O -6.91172 -4.75380 -5.61706 -0.172
C -6.68407 -4.69893 -7.01466 -0.282
C -7.27489 -3.47587 -7.69441 -0.078
H -8.57732 -6.90516 -5.42925 0.082
H -10.06652 -5.95186 -5.32642 0.078
H -9.13133 -5.96643 -6.81740 0.067
H -8.22984 -4.81636 -4.11781 0.117
H -8.77098 -3.84436 -5.47579 0.107
H -7.03995 -5.61459 -7.49989 0.108
H -5.59866 -4.68889 -7.12032 0.115
H -8.36312 -3.45362 -7.62740 0.067
H -7.00933 -3.47570 -8.75210 0.078
H -6.89091 -2.56170 -7.23871 0.077
C -0.11502 -4.83476 5.56065 -0.074
C 0.82517 -3.95723 4.75552 -0.280
O 1.35904 -2.85765 5.48201 -0.187
C 2.12317 -3.18666 6.63398 -0.278
C 3.34367 -4.04269 6.34756 -0.075
H -0.94101 -4.24618 5.96156 0.084
H -0.52445 -5.61837 4.92274 0.081
H 0.39020 -5.32044 6.39582 0.069
H 0.28417 -3.50567 3.92277 0.116
H 1.63251 -4.55673 4.32116 0.108
H 1.48994 -3.66254 7.38935 0.110
H 2.43554 -2.22658 7.04701 0.115
H 3.07513 -5.02120 5.94894 0.069
H 3.90531 -4.20452 7.26779 0.081
H 3.99766 -3.55311 5.62366 0.076

---

Across the entries above, Kohn-Sham gap takes the values 6.871 8.456 eV, respectively.